The following is a quantum chemistry calculation of a molecular structure, C32H51FeN2O2P2 in a non-equilibrium geometry, from the Open Molecules 2025 dataset.

Output
DFT total energy: -94041.966 eV
E_LUMO (spin up / spin down): -2.595 / -4.120 eV
2S+1: 5
net charge: +1
frontier orbital gap (spin up / spin down): 6.93 / 5.99 eV
⟨S²⟩: 6.073

Structure (XYZ):
```
90
C32H51FeN2O2P2, DFT wB97M-V/def2-TZVPD
C 1.88 -2.02 -1.02
C 1.22 -0.18 -2.33
C 2.41 -2.65 -2.14
C 1.86 -0.72 -3.46
C 2.46 -1.97 -3.37
H 2.79 -3.67 -2.03
H 1.74 -0.22 -4.43
H 2.95 -2.44 -4.23
N 1.51 -0.71 -1.08
P 1.61 -1.42 1.61
P -0.53 1.93 -1.37
C 1.66 -2.73 0.31
H 0.71 -3.31 0.31
H 2.43 -3.48 0.47
C 0.10 0.68 -2.49
H 0.04 1.04 -3.54
C -2.27 2.07 -2.35
C 0.16 3.80 -1.03
C 0.54 -2.18 2.94
C 3.45 -1.22 2.05
C -3.34 1.89 -1.28
H -3.27 2.64 -0.48
H -4.33 1.99 -1.75
H -3.29 0.90 -0.82
C -2.40 3.39 -3.10
H -2.39 4.28 -2.46
H -1.61 3.47 -3.86
H -3.36 3.39 -3.64
C -2.49 1.01 -3.45
H -3.56 1.01 -3.73
H -1.93 1.24 -4.37
H -2.24 0.01 -3.13
C -0.94 4.56 -0.27
H -1.19 4.06 0.68
H -0.58 5.58 -0.02
H -1.88 4.69 -0.83
C 1.42 3.80 -0.17
H 1.24 3.49 0.87
H 2.21 3.17 -0.60
H 1.81 4.84 -0.13
C 0.55 4.41 -2.38
H -0.28 4.57 -3.06
H 1.01 5.39 -2.20
H 1.30 3.77 -2.88
C 3.58 -0.65 3.47
H 4.64 -0.44 3.66
H 3.03 0.30 3.58
H 3.25 -1.36 4.24
C 4.07 -0.22 1.05
H 3.95 -0.53 0.01
H 3.66 0.79 1.17
H 5.15 -0.16 1.27
C 4.21 -2.56 1.94
H 5.23 -2.40 2.33
H 3.75 -3.36 2.53
H 4.30 -2.89 0.90
C -0.85 -2.48 2.36
H -0.83 -3.22 1.55
H -1.49 -2.88 3.17
H -1.33 -1.57 1.98
C 0.35 -1.19 4.10
H -0.23 -0.31 3.80
H -0.21 -1.70 4.90
H 1.30 -0.84 4.53
C 1.21 -3.47 3.43
H 1.41 -4.17 2.60
H 2.15 -3.28 3.97
H 0.53 -3.97 4.13
Fe 0.65 0.26 0.40
C 0.82 1.29 1.83
O 1.07 1.95 2.78
N -1.04 -0.34 -0.11
C -1.32 -0.72 -1.25
C -2.21 -1.81 -1.65
C -3.27 -1.98 -0.74
C -2.12 -2.61 -2.81
C -4.22 -2.96 -0.95
H -3.34 -1.31 0.12
C -3.09 -3.59 -3.02
H -1.31 -2.44 -3.52
C -4.13 -3.76 -2.09
H -5.03 -3.06 -0.22
H -3.06 -4.21 -3.92
H -4.91 -4.51 -2.27
C -1.74 2.67 3.63
O -1.88 1.39 3.02
H -1.02 2.57 4.45
H -2.69 3.05 4.03
H -1.35 3.38 2.89
H -2.83 1.19 2.95
```

Mulliken atomic charge list, values in e, 5 entries: C 0.550; C 0.327; C -0.919; C -1.178; C -0.883

=====

The following is a quantum chemistry calculation of a molecular structure, C17H27BBaNO4P2 in a non-equilibrium geometry, from the Open Molecules 2025 dataset.

Output
DFT total energy: -47688.048 eV
E_LUMO: -3.306 eV
relative energy (zero: lowest compared OMol25 entry of this formula, charge and spin): 47.1 kcal/mol
net charge: +1
frontier orbital gap: 6.52 eV

Structure (XYZ):
```
53
C17H27BBaNO4P2, DFT wB97M-V/def2-TZVPD
Ba 0.09 1.45 0.26
P 2.28 -1.48 1.06
C 2.07 -1.52 -0.73
C 0.95 -1.45 -1.58
N -0.25 -0.85 -1.21
C -1.38 -1.13 -1.91
C -1.40 -2.03 -2.99
C -0.19 -2.55 -3.47
C 0.98 -2.13 -2.85
C -2.77 -0.58 -1.43
P -2.86 1.00 -0.41
H 1.96 -2.40 -3.24
H -2.38 -2.33 -3.39
H -0.20 -3.23 -4.34
H -3.39 -0.42 -2.35
H -3.20 -1.37 -0.76
H 2.96 3.28 -1.41
H 2.99 -1.08 -1.30
H -1.30 4.68 -2.82
O 3.15 2.58 -1.88
H 3.42 2.86 -2.73
H 1.49 3.07 0.86
O -1.55 5.39 -2.36
H -1.05 5.40 -1.52
C -2.83 2.15 -1.84
H -3.69 1.94 -2.51
H -2.86 3.19 -1.48
H -1.89 2.06 -2.41
C -4.62 1.04 0.01
H -4.75 1.88 0.70
H -5.25 1.19 -0.87
H -4.90 0.11 0.53
C 2.51 -3.32 1.12
H 3.54 -3.46 0.74
H 2.35 -3.69 2.14
H 1.77 -3.68 0.39
C 3.83 -0.48 1.43
H 3.75 -0.08 2.47
H 4.71 -1.14 1.37
H 3.95 0.37 0.73
O 0.55 -1.76 3.42
B 0.99 -0.88 2.41
O 0.63 0.50 2.79
C 0.23 0.38 4.12
C 0.06 1.38 5.06
C -0.13 0.99 6.39
C -0.18 -0.37 6.70
C -0.03 -1.40 5.75
C 0.19 -0.96 4.45
H 0.10 2.41 4.77
H -0.25 1.74 7.18
H -0.33 -0.67 7.73
H -0.07 -2.46 5.97
```

natural (NBO) atomic charge list, values in e, 5 entries: Ba 1.736; P 1.116; C -0.883; C 0.219; N -0.684

=====

The following is a quantum chemistry calculation of a gas-phase ion, C2H7BrNO (charge +1) in a non-equilibrium geometry, from the Open Molecules 2025 dataset.

Output
DFT total energy: -75759.678 eV
E_LUMO: -4.387 eV
relative energy (zero: lowest compared OMol25 entry of this formula, charge and spin): 15.3 kcal/mol
net charge: +1
frontier orbital gap: 9.92 eV

Structure (XYZ):
```
12
C2H7BrNO, DFT wB97M-V/def2-TZVPD
N 0.59 0.89 0.73
C 0.38 0.50 -0.70
C -0.52 -0.72 -0.62
O 0.02 -1.50 0.33
Br -2.27 0.11 0.59
H -0.30 1.18 1.10
H 1.32 1.59 0.96
H 0.93 -0.08 1.18
H 1.42 0.30 -1.17
H -0.13 1.20 -1.20
H -1.10 -1.03 -1.50
H -0.35 -2.45 0.29
```

natural (NBO) atomic charge list, values in e, 5 entries: N -0.714; C -0.282; C 0.225; O -0.697; Br -0.234

=====

The following is a quantum chemistry calculation of a single C17H21N5O2S molecule, from the Open Molecules 2025 dataset.

Output
DFT total energy: -40350.985 eV
E_LUMO: 0.526 eV
relative energy (zero: lowest compared OMol25 entry of this formula, charge and spin): 36.0 kcal/mol
net charge: 0
frontier orbital gap: 9.44 eV

Structure (XYZ):
```
46
C17H21N5O2S, DFT wB97M-V/def2-TZVPD
C -1.63 6.09 1.51
C -2.41 4.90 1.03
C -3.64 5.07 0.40
C -4.37 3.99 -0.07
C -3.87 2.71 0.09
C -2.65 2.51 0.73
C -2.14 1.12 0.93
O -1.61 0.74 1.97
N -2.32 0.29 -0.14
C -1.87 -1.11 -0.16
C -2.55 -1.95 0.91
C -0.37 -1.19 -0.05
C 0.40 -1.78 -0.96
C 1.88 -1.84 -0.77
O 2.46 -1.30 0.16
N 2.55 -2.54 -1.72
C 3.98 -2.75 -1.63
C 4.56 -3.01 -3.01
C 4.30 -3.87 -0.67
N 4.76 -5.02 -1.05
N 4.95 -5.89 -0.02
C 4.63 -5.37 1.12
S 4.05 -3.75 1.03
C -1.92 3.61 1.21
N -0.63 3.47 1.82
H -1.59 6.12 2.60
H -0.59 6.03 1.17
H -2.07 7.02 1.16
H -4.02 6.08 0.26
H -5.33 4.15 -0.55
H -4.44 1.86 -0.25
H -2.58 0.71 -1.01
H -2.16 -1.48 -1.15
H -2.28 -3.00 0.78
H -2.26 -1.63 1.90
H -3.64 -1.86 0.82
H 0.08 -0.75 0.83
H -0.02 -2.23 -1.85
H 2.03 -3.11 -2.38
H 4.40 -1.83 -1.22
H 5.64 -3.14 -2.95
H 4.15 -3.92 -3.45
H 4.34 -2.16 -3.66
H 4.71 -5.90 2.05
H -0.74 3.25 2.81
H -0.16 2.66 1.45
```

natural (NBO) atomic charge list, values in e, 5 entries: C -0.629; C -0.048; C -0.182; C -0.224; C -0.197

=====

The following is a quantum chemistry calculation of 3 unconnected molecules or ions with the total composition C3H4O6S2 in a non-equilibrium geometry, from the Open Molecules 2025 dataset.

Output
DFT total energy: -37128.694 eV
E_LUMO: 0.113 eV
relative energy (zero: lowest compared OMol25 entry of this formula, charge and spin): 0.0 kcal/mol
net charge: 0
frontier orbital gap: 9.08 eV

Structure (XYZ):
```
15
C3H4O6S2, DFT wB97M-V/def2-TZVPD
C -3.88 -0.38 -0.09
C -3.88 1.19 2.58
C 0.60 -0.26 -0.07
O 0.50 -2.58 -1.42
O -1.75 -1.32 -1.15
O -4.68 1.94 2.36
O 0.50 2.38 -0.29
O -4.56 -1.17 -0.47
O -3.39 0.19 2.78
S -0.52 -1.76 -0.41
S 1.18 1.09 -1.13
H 0.11 0.12 0.74
H 1.61 -0.65 0.33
H 0.06 -2.75 -2.28
H 0.77 2.44 0.69
```

natural (NBO) atomic charge list, values in e, 5 entries: C 0.494; C 1.007; C -0.823; O -0.899; O -0.933